The following is a DFT calculation (the ωB97M-V functional and the def2-TZVPD basis) of a gas-phase ion, C4H10NO (charge -1) in a non-equilibrium geometry.

Atoms and positions in Å:
H 0.60586 -0.93275 1.38439
C -0.17531 -1.40526 0.77519
C 0.55688 1.76129 0.60607
H -1.56928 -0.84094 -0.73188
C -0.61139 -0.43584 -0.28437
H 0.18385 2.76513 0.30198
H 0.09658 -2.33665 0.24529
H -0.13617 -1.06130 -2.25397
H 0.55400 0.59917 -1.83490
H 1.39399 1.37302 -0.00912
C 0.34970 -0.41444 -1.52543
H -0.93006 -1.70749 1.51140
N -0.84236 0.91945 0.17606
H 1.26465 -0.91570 -1.18011
O 0.76853 1.64990 1.88916
H -1.50946 0.98241 0.93024

Properties
- SMILES = CC(C)NC[O-]
- net charge = -1
- highest occupied orbital energy (eV) = -2.4
- M (Da) = 88.13
- relative energy (zero: lowest compared OMol25 entry of this formula, charge and spin) (eV) = 0.933
- frontier orbital gap (eV) = 6.64